No. 1
Here is C28H26CrF10IN4O3 as an isolated structure from the OMol25 dataset. Energies are from ωB97M-V/def2-TZVPD.

Geometry (Å):
1 Cr 0.061789 -0.345265 0.148926
2 C -2.783742 -4.034179 -1.400570
3 N -2.305833 -2.668439 -1.556570
4 C -2.588819 -2.177226 -2.899297
5 C -2.890614 -1.761109 -0.567185
6 C -2.420765 -1.960003 0.860700
7 N -1.064700 -1.471232 1.149406
8 C -0.527643 -1.896913 2.358099
9 C 0.860361 -1.825144 2.503407
10 F 1.550518 -1.343977 1.430012
11 C 1.551533 -2.178449 3.633543
12 F 2.881782 -2.061531 3.650158
13 C 0.871946 -2.653112 4.736202
14 C -0.499973 -2.734849 4.637494
15 F -1.206089 -3.163504 5.689210
16 C -1.196746 -2.370137 3.497940
17 F -2.534796 -2.428857 3.562192
18 H -3.877165 -4.099270 -1.510512
19 H -2.511733 -4.429616 -0.422771
20 H -2.323818 -4.669579 -2.158475
21 H -3.670430 -2.126093 -3.097414
22 H -2.137677 -2.840130 -3.639046
23 H -2.163003 -1.179993 -3.017200
24 H -3.987063 -1.878067 -0.573392
25 H -2.673097 -0.741956 -0.879834
26 H -2.499382 -3.015944 1.135314
27 H -3.136033 -1.432643 1.494486
28 H 1.387920 -2.934074 5.642280
29 C -3.087575 2.103219 -2.099202
30 C -1.661782 2.541759 -2.237618
31 N -1.409858 3.692469 -2.814670
32 C -0.132766 4.093285 -2.960920
33 C 0.946588 3.344020 -2.574695
34 C 2.341161 3.864771 -2.786008
35 O 2.953079 4.322880 -1.585998
36 C 0.703950 2.099051 -1.936454
37 C 1.805723 1.208139 -1.660892
38 N 1.730925 0.123092 -0.976774
39 C 2.832809 -0.778566 -1.024177
40 C 4.137535 -0.382697 -0.772976
41 C 5.156237 -1.323033 -0.846810
42 C 4.869723 -2.640931 -1.167842
43 C 3.559262 -3.038528 -1.404205
44 C 2.539772 -2.106916 -1.324164
45 I 0.501736 -2.550541 -1.537584
46 C -0.626484 1.695420 -1.730183
47 O -0.988506 0.589717 -1.134131
48 H -3.743398 2.912591 -2.409143
49 H -3.315868 1.810713 -1.072891
50 H -3.285294 1.228336 -2.725076
51 H 0.013107 5.060980 -3.428275
52 H 2.309745 4.717232 -3.463659
53 H 2.973794 3.108279 -3.265368
54 H 2.596116 3.837025 -0.835411
55 H 2.753626 1.428827 -2.148001
56 H 4.346502 0.643037 -0.494572
57 H 6.176335 -1.025566 -0.641583
58 H 5.667932 -3.370059 -1.220424
59 H 3.339343 -4.071675 -1.641124
60 C -1.435659 2.713662 1.239974
61 C -0.285513 2.046560 1.988266
62 O 0.369009 1.041412 1.310079
63 C -0.837116 1.485556 3.320379
64 F -1.885342 0.673814 3.073862
65 F -1.280398 2.457044 4.137822
66 F 0.068166 0.768636 3.998447
67 C 0.801232 3.112715 2.276313
68 F 1.342066 3.519630 1.104520
69 F 0.313587 4.208554 2.876009
70 F 1.799960 2.643274 3.030567
71 H -2.123907 1.944434 0.895817
72 H -1.046285 3.255672 0.381006
73 H -1.969989 3.413970 1.880641

Forces on atoms 1 to 3 (eV/Å):
Cr -0.002 0.418 0.051
C 0.013 -0.013 -0.014
N 0.034 0.006 -0.017

Properties
highest occupied orbital energy (spin up / spin down): -0.3031 / -0.3047 Ha
expectation value of S²: 0.761
HOMO-LUMO gap (spin up / spin down): 7.6 / 7.7 eV
LUMO energy (spin up / spin down): -0.67 / -0.64 eV
E: -3868.1781 hartree
energy relative to the best compared isomer or geometry (same formula, charge and spin): 0.0 kcal per mole
2S+1: 2

Atom-resolved charges from Löwdin, all expressed in e:
1. Cr 0.652
2. C -0.107
3. N -0.402
4. C -0.132
5. C -0.206
6. C -0.182
7. N -0.121
8. C -0.165
9. C -0.135
10. F 0.038
11. C -0.213
12. F 0.111
13. C 0.079
14. C -0.209
15. F 0.102
16. C -0.147
17. F 0.096
18. H 0.094
19. H 0.078
20. H 0.084
21. H 0.095
22. H 0.080
23. H 0.070
24. H 0.132
25. H 0.088
26. H 0.114
27. H 0.123
28. H 0.140
29. C -0.012
30. C -0.263
31. N 0.128
32. C -0.088
33. C -0.147
34. C -0.211
35. O -0.038
36. C -0.067
37. C -0.019
38. N -0.037
39. C -0.335
40. C -0.010
41. C -0.066
42. C -0.079
43. C -0.123
44. C -0.571
45. I 1.389
46. C -0.276
47. O -0.188
48. H 0.082
49. H 0.071
50. H 0.081
51. H 0.116
52. H 0.120
53. H 0.112
54. H 0.061
55. H 0.137
56. H 0.125
57. H 0.109
58. H 0.107
59. H 0.101
60. C 0.042
61. C -0.394
62. O -0.188
63. C -0.539
64. F 0.157
65. F 0.161
66. F 0.172
67. C -0.545
68. F 0.141
69. F 0.161
70. F 0.174
71. H 0.089
72. H 0.097
73. H 0.107

---

No. 2
Here is a 2-piece molecular cluster, C3H9NO3S overall at a distorted geometry from the OMol25 dataset. Energies are from ωB97M-V/def2-TZVPD.

Geometry (Å):
1 C 1.017814 -0.793619 -0.943466
2 C 2.930076 -0.059095 0.476339
3 C 1.358818 -0.104803 0.289190
4 N 0.471986 0.331012 1.072177
5 O -4.782218 0.077546 0.281735
6 O -3.039869 0.848806 -1.417077
7 O -2.566814 0.346119 1.174583
8 S -3.432899 -0.194520 -0.159024
9 H 1.606968 -0.440873 -1.822513
10 H 0.014143 -0.847757 -1.204967
11 H 1.415097 -1.766874 -0.698603
12 H 3.344313 0.770742 -0.076635
13 H 3.219572 -1.034162 0.029926
14 H 2.965446 0.060701 1.566007
15 H 0.852704 0.745123 1.883795
16 H -1.674771 0.570930 1.011789
17 H -3.700359 1.490728 -1.463262

Forces on atoms 1 to 3 (eV/Å):
C 1.792 -0.336 -1.085
C -2.978 -0.693 0.459
C 1.515 1.244 -0.260

Properties
highest occupied orbital energy: -0.3706 Ha
HOMO-LUMO gap: 10.8 eV
LUMO energy: 0.73 eV
E: -798.3232 hartree
energy relative to the best compared isomer or geometry (same formula, charge and spin): 49.6 kcal per mole

Atom-resolved charges from Löwdin, all expressed in e:
1. C -0.060
2. C -0.017
3. C -0.469
4. N 0.140
5. O -0.427
6. O -0.273
7. O -0.278
8. S 0.891
9. H 0.110
10. H 0.052
11. H 0.086
12. H 0.073
13. H 0.080
14. H 0.074
15. H 0.044
16. H -0.037
17. H 0.010

---

No. 3
Here is C32H31N4O5SZr as an isolated structure from the OMol25 dataset. Energies are from ωB97M-V/def2-TZVPD.

Geometry (Å):
1 Zr -0.334080 -0.330266 0.887945
2 N -5.105020 -0.563430 2.439492
3 C -3.770370 -0.218236 2.576092
4 S -2.852339 -1.010461 3.785846
5 N -3.379695 0.706611 1.727875
6 N -2.011624 0.964827 1.812363
7 C -1.709974 2.196497 1.999964
8 C -0.358498 2.681793 2.254074
9 C -0.117434 4.054366 2.226213
10 C 1.130887 4.570674 2.524400
11 C 2.150133 3.692853 2.887823
12 C 1.926080 2.330509 2.945834
13 C 0.676400 1.793337 2.613557
14 O 0.472468 0.485523 2.620692
15 H -5.510393 -0.998366 3.247971
16 H -5.670150 0.104336 1.939275
17 H -2.529316 2.915158 2.058046
18 H -0.932363 4.717003 1.957359
19 H 1.310270 5.636822 2.482207
20 H 3.134909 4.078527 3.124696
21 H 2.716635 1.642971 3.219485
22 C 2.373084 -1.938791 1.891042
23 N 0.929087 -2.185956 1.914477
24 C 0.493770 -2.369579 3.311808
25 C 0.628726 -3.423105 1.168491
26 C -0.828456 -3.486000 0.802210
27 C -1.387073 -4.716491 0.464690
28 C -2.698597 -4.789647 0.027041
29 C -3.440939 -3.618789 -0.066348
30 C -2.869570 -2.401619 0.276712
31 C -1.549911 -2.291655 0.736039
32 H 2.904101 -2.795466 2.332116
33 H 2.588132 -1.038627 2.464621
34 H 2.702226 -1.783841 0.865341
35 H 1.088919 -3.173148 3.768762
36 H -0.563259 -2.628744 3.327703
37 H 0.628506 -1.440054 3.859462
38 H 0.924822 -4.288026 1.783565
39 H 1.245014 -3.428467 0.265844
40 H -0.787975 -5.620222 0.540677
41 H -3.136579 -5.745064 -0.237219
42 H -4.471998 -3.652207 -0.401840
43 H -3.478880 -1.507641 0.199585
44 C -2.805415 1.007900 -2.745750
45 C -1.729727 0.219059 -2.039656
46 O -1.841174 0.110371 -0.819213
47 C -0.645412 -0.386086 -2.803557
48 C -0.622137 -0.258049 -4.203563
49 C 0.351199 -0.846449 -4.973926
50 C 1.344340 -1.602486 -4.334868
51 C 1.357403 -1.752499 -2.973759
52 C 0.371774 -1.141104 -2.154264
53 O 0.444133 -1.286646 -0.880909
54 H -3.489415 1.388535 -1.992013
55 H -3.350013 0.383404 -3.454457
56 H -2.364887 1.837629 -3.299554
57 H -1.394995 0.321226 -4.689438
58 H 0.350118 -0.730047 -6.048961
59 H 2.119402 -2.075529 -4.927039
60 H 2.124885 -2.329655 -2.475505
61 O 0.186650 1.610178 -0.361958
62 C 1.426608 1.350064 -0.392296
63 O 1.890441 0.437422 0.324577
64 C 2.310000 2.130668 -1.308170
65 C 3.566203 1.644429 -1.644126
66 C 4.374506 2.361765 -2.512555
67 C 3.932215 3.570271 -3.032115
68 C 2.679098 4.061062 -2.689194
69 C 1.864483 3.337814 -1.832321
70 H 3.887355 0.702435 -1.219975
71 H 5.349455 1.978376 -2.784798
72 H 4.565524 4.131161 -3.708972
73 H 2.337061 5.005628 -3.092321
74 H 0.880652 3.691239 -1.555352

Forces on atoms 1 to 3 (eV/Å):
Zr 0.129 -0.553 -0.543
N 0.055 -0.020 -0.095
C 0.059 0.031 -0.055

Properties
charge: -1
highest occupied orbital energy: -0.1523 Ha
HOMO-LUMO gap: 6.7 eV
LUMO energy: 2.59 eV
E: -2278.7503 hartree
energy relative to the best compared isomer or geometry (same formula, charge and spin): 12.7 kcal per mole

Atom-resolved charges from Löwdin, all expressed in e:
1. Zr 1.910
2. N 0.023
3. C -0.994
4. S 0.470
5. N -0.038
6. N -0.152
7. C -0.076
8. C -0.164
9. C -0.053
10. C -0.112
11. C -0.096
12. C -0.014
13. C -0.355
14. O -0.261
15. H 0.046
16. H 0.070
17. H 0.129
18. H 0.107
19. H 0.088
20. H 0.095
21. H 0.113
22. C -0.094
23. N -0.336
24. C -0.095
25. C -0.181
26. C -0.263
27. C -0.068
28. C -0.115
29. C -0.103
30. C -0.129
31. C -0.193
32. H 0.091
33. H 0.080
34. H 0.078
35. H 0.090
36. H 0.044
37. H 0.076
38. H 0.124
39. H 0.118
40. H 0.100
41. H 0.086
42. H 0.090
43. H 0.074
44. C 0.002
45. C -0.339
46. O -0.080
47. C -0.082
48. C -0.046
49. C -0.110
50. C -0.094
51. C -0.004
52. C -0.313
53. O -0.193
54. H 0.089
55. H 0.088
56. H 0.088
57. H 0.099
58. H 0.089
59. H 0.097
60. H 0.111
61. O -0.070
62. C -0.583
63. O -0.066
64. C -0.115
65. C -0.014
66. C -0.086
67. C -0.101
68. C -0.086
69. C -0.013
70. H 0.117
71. H 0.097
72. H 0.095
73. H 0.097
74. H 0.117

---

No. 4
Here is C19H11F11InN4PS2 as an isolated structure at a distorted geometry from the OMol25 dataset. Energies are from ωB97M-V/def2-TZVPD.

Geometry (Å):
1 In -0.574718 -1.426473 1.002939
2 N -2.386418 1.106027 3.931839
3 C -1.443618 0.565727 3.167739
4 S -1.029118 -1.106773 3.489739
5 N -0.854518 1.318527 2.264139
6 N 0.001282 0.760627 1.459939
7 C 1.044782 1.248227 0.889839
8 C 1.512582 2.617527 1.135839
9 C 0.613882 3.683027 1.041339
10 C 1.048482 4.974327 1.272739
11 C 2.362682 5.212727 1.651539
12 C 3.255382 4.156527 1.756539
13 C 2.840382 2.865527 1.495439
14 C 1.820182 0.313327 0.057839
15 C 2.850582 0.761227 -0.765861
16 C 3.606182 -0.162973 -1.471661
17 C 3.330382 -1.511573 -1.320061
18 C 2.269982 -1.886773 -0.503161
19 N 1.540982 -0.995273 0.144839
20 H -2.833318 0.556927 4.647839
21 H -2.656618 2.069227 3.803939
22 H -0.405618 3.494427 0.743939
23 H 0.356082 5.795527 1.169839
24 H 2.686982 6.218027 1.873839
25 H 4.275682 4.337327 2.054839
26 H 3.529182 2.040927 1.597239
27 H 3.037882 1.818627 -0.864861
28 H 4.398382 0.165827 -2.127461
29 H 3.906682 -2.263673 -1.833461
30 H 2.015082 -2.930973 -0.361161
31 F -3.097618 -1.508573 -5.567661
32 C -3.041918 -1.314373 -4.261261
33 C -1.822018 -1.025673 -3.641061
34 F -0.703518 -0.932873 -4.351761
35 C -1.784418 -0.816773 -2.271961
36 F -0.603518 -0.497373 -1.683961
37 C -2.926518 -0.899273 -1.474261
38 S -2.915018 -0.623473 0.236739
39 C -4.144018 -1.168173 -2.119361
40 F -5.255018 -1.216073 -1.398461
41 C -4.206818 -1.380673 -3.492161
42 F -5.369618 -1.638173 -4.069161
43 F -0.584418 -3.151373 -0.689261
44 P -0.620018 -4.510773 0.378539
45 F -0.640518 -5.618873 1.479139
46 F 0.453682 -3.585473 1.328739
47 F -1.678718 -5.171773 -0.572961
48 F -1.817618 -3.666973 1.158739
49 F 0.637882 -5.068973 -0.394661

Forces on atoms 1 to 3 (eV/Å):
In 1.152 0.061 1.011
N -0.434 0.242 0.275
C 0.794 -0.460 -0.494

Properties
charge: +1
highest occupied orbital energy (spin up / spin down): -0.4216 / -0.4204 Ha
expectation value of S²: 0.773
HOMO-LUMO gap (spin up / spin down): 7.4 / 4.3 eV
LUMO energy (spin up / spin down): -4.03 / -7.13 eV
E: -3376.0320 hartree
energy relative to the best compared isomer or geometry (same formula, charge and spin): 0.0 kcal per mole
2S+1: 2

Atom-resolved charges from Löwdin, all expressed in e:
1. In 0.674
2. N 0.112
3. C -0.853
4. S 0.711
5. N 0.007
6. N -0.082
7. C -0.150
8. C -0.177
9. C -0.023
10. C -0.059
11. C -0.059
12. C -0.060
13. C -0.036
14. C -0.196
15. C 0.023
16. C -0.005
17. C -0.001
18. C -0.078
19. N 0.046
20. H 0.104
21. H 0.123
22. H 0.111
23. H 0.110
24. H 0.111
25. H 0.111
26. H 0.121
27. H 0.126
28. H 0.125
29. H 0.122
30. H 0.109
31. F 0.191
32. C -0.078
33. C -0.109
34. F 0.159
35. C -0.196
36. F 0.066
37. C -0.457
38. S 0.977
39. C -0.202
40. F 0.136
41. C -0.111
42. F 0.168
43. F -0.220
44. P 0.233
45. F -0.056
46. F -0.214
47. F -0.072
48. F -0.201
49. F -0.085

---

No. 5
Here is a 2-piece molecular cluster, C3H5Cl overall at a distorted geometry from the OMol25 dataset. Energies are from ωB97M-V/def2-TZVPD.

Geometry (Å):
1 C 0.355913 -0.751682 0.198588
2 C 1.496921 -0.846139 -0.119305
3 C -1.090416 -0.625362 0.502083
4 Cl 0.794746 2.207543 -1.313165
5 H 0.213151 2.247033 -0.149597
6 H 2.311626 -0.658183 -0.718532
7 H -1.218421 0.469543 0.062336
8 H -1.567933 -1.385270 0.013870
9 H -1.295587 -0.657483 1.523722

Forces on atoms 1 to 3 (eV/Å):
C -1.617 -0.617 1.068
C -0.309 0.138 -0.139
C 3.145 4.031 -1.399

Properties
structure (SMILES): C#CC.Cl
highest occupied orbital energy: -0.3644 Ha
HOMO-LUMO gap: 10.7 eV
LUMO energy: 0.77 eV
E: -577.4042 hartree
energy relative to the best compared isomer or geometry (same formula, charge and spin): 43.3 kcal per mole

Atom-resolved charges from Löwdin, all expressed in e:
1. C -0.239
2. C 0.046
3. C -0.081
4. Cl 0.298
5. H -0.218
6. H 0.003
7. H 0.101
8. H 0.040
9. H 0.050

---

No. 6
Here is a 13-piece molecular cluster, H26O13 overall at a distorted geometry from the OMol25 dataset. Energies are from ωB97M-V/def2-TZVPD.

Geometry (Å):
1 O 0.471778 1.596554 2.639089
2 H 0.143504 2.510781 2.848009
3 H -0.065741 1.313823 1.905796
4 O 1.170900 -1.646033 2.182780
5 H 0.779184 -1.127226 1.398305
6 H 0.804694 -2.532768 2.039708
7 O -1.608740 -0.410835 2.883791
8 H -1.555376 -0.832577 3.767818
9 H -1.712920 -1.193207 2.308742
10 O 1.579175 1.744248 -3.635640
11 H 1.603658 1.031339 -3.026382
12 H 1.923924 2.577475 -3.247786
13 O -0.231432 -3.029776 -0.568046
14 H -0.177487 -2.867672 -1.486186
15 H -0.045296 -3.968299 -0.543347
16 O -2.104154 -2.572137 1.560559
17 H -2.845762 -2.075380 1.184187
18 H -1.470581 -2.572957 0.834419
19 O -0.555006 2.714968 -1.476179
20 H 0.232058 2.321050 -1.077285
21 H -0.728831 2.027485 -2.076773
22 O 0.044147 -0.186598 0.269816
23 H 0.548429 -0.080418 -0.527659
24 H -0.781269 -0.513312 -0.033915
25 O -2.997442 1.679876 1.544189
26 H -2.548320 0.883845 1.840058
27 H -2.292821 2.343779 1.349798
28 O 3.772707 0.912369 -1.558590
29 H 3.778836 0.564198 -2.465859
30 H 2.863620 0.642000 -1.263313
31 O 1.835777 2.034005 0.027169
32 H 2.759805 2.150113 -0.057356
33 H 1.622323 1.880105 0.966039
34 O 1.247103 -0.392487 -1.989356
35 H 0.510844 -0.850362 -2.415740
36 H 1.936182 -1.062608 -1.884976
37 O -2.318170 -0.795932 -0.874425
38 H -3.038740 -0.502499 -0.292007
39 H -2.550559 -1.714932 -1.049452

Forces on atoms 1 to 3 (eV/Å):
O 0.313 2.049 0.534
H 0.472 -1.318 -0.226
H -0.595 -0.675 -0.404

Properties
highest occupied orbital energy: -0.3703 Ha
HOMO-LUMO gap: 9.1 eV
LUMO energy: -1.03 eV
E: -993.6795 hartree
energy relative to the best compared isomer or geometry (same formula, charge and spin): 58.8 kcal per mole

Atom-resolved charges from Löwdin, all expressed in e:
1. O -0.057
2. H 0.083
3. H -0.025
4. O -0.108
5. H -0.003
6. H 0.009
7. O -0.081
8. H 0.083
9. H -0.033
10. O -0.057
11. H -0.066
12. H 0.071
13. O -0.005
14. H 0.027
15. H 0.078
16. O -0.028
17. H 0.057
18. H -0.001
19. O -0.039
20. H -0.020
21. H -0.009
22. O -0.050
23. H -0.017
24. H -0.024
25. O -0.074
26. H -0.035
27. H 0.052
28. O -0.069
29. H 0.045
30. H 0.011
31. O -0.038
32. H 0.023
33. H 0.040
34. O -0.038
35. H 0.097
36. H 0.105
37. O -0.031
38. H 0.071
39. H 0.056